a) The following is a quantum chemistry calculation of a single C3H5ClO molecule, from the Open Molecules 2025 dataset.

Values from the calculation:
Net charge = 0
Kohn-Sham gap (alpha / beta) = 8.81 / 7.54 eV
Highest occupied orbital energy (alpha / beta) = -0.30321 / -0.26799 Eh

Element x y z (Å)
1 C 0.666 0.432 -0.654
2 C -0.090 -0.768 -0.290
3 C -1.353 -0.300 0.517
4 O -1.211 -0.016 1.784
5 Cl -2.442 0.699 -0.395
6 H 1.618 0.700 -0.172
7 H 0.192 1.176 -1.164
8 H -0.507 -1.368 -0.985
9 H 0.600 -1.375 0.500
10 H -1.840 0.697 2.043

***

b) The following is a quantum chemistry calculation of a single C3H5ClO molecule, from the Open Molecules 2025 dataset.

Values from the calculation:
SMILES = C=C(Cl)CO
Net charge = 0
Kohn-Sham gap = 10.38 eV
Highest occupied orbital energy = -0.35395 Eh

Element x y z (Å)
1 C 0.409 1.014 -0.035
2 C 0.149 -0.479 0.101
3 C -0.526 -1.306 1.001
4 H 0.163 1.147 -1.979
5 H -0.017 1.256 0.854
6 H 1.487 1.063 0.088
7 H -1.248 -0.765 1.891
8 H -0.661 -2.360 0.725
9 O -0.278 1.445 -1.082
10 Cl 0.522 -1.015 -1.563

***

Ranked by calculated energy, most stable first: b), a).